# 1
Here is a structure of composition C5H6OS2 in a non-equilibrium geometry from the Open Molecules 2025 dataset. Energies are from ωB97M-V with the def2-TZVPD basis set.

Geometry (Å):
C 2.17478 0.87860 0.18387
C 0.79723 1.28532 -0.06119
C -0.14187 0.35588 -0.67155
C -0.37434 -0.91827 0.22012
C -1.94228 -0.95532 0.17577
H 2.54065 1.66970 0.84970
H 0.05654 0.06284 -1.69612
H -0.15883 -0.73923 1.30369
H 0.12407 -1.82897 -0.13343
H -2.31374 -1.72109 -0.53674
H -2.44492 -1.04986 1.07597
O 0.53316 2.49126 0.09990
S 3.06782 -0.36143 -0.37174
S -1.91829 0.83057 -0.43825

Values from the calculation:
- Orbital gap: 7.25 eV
- Net charge: 0
- 2S+1: 1
- HOMO: -8.960 eV

# 2
Here is a structure of composition C52H54Br2N4O3PPbS4 from the Open Molecules 2025 dataset. Energies are from ωB97M-V with the def2-TZVPD basis set.

Geometry (Å):
Pb 0.50437 0.43716 0.40820
Br 1.10644 3.29205 3.71149
C 1.82502 4.99841 3.16492
Br 2.71368 4.90688 1.46021
H 2.54500 5.31261 3.90777
H 1.00502 5.69780 3.07614
C 3.48422 0.15798 3.45372
C 3.08893 -1.00718 4.31986
C 4.00856 -1.48524 5.25577
C 3.70926 -2.54043 6.09576
C 2.45221 -3.12856 6.04134
C 1.52561 -2.66559 5.12816
C 1.83530 -1.62459 4.24872
P 0.57386 -1.13982 2.98774
C -0.98033 -1.15362 3.96035
C -2.09836 -1.81167 3.44372
C -3.30434 -1.82065 4.12442
C -3.41811 -1.13635 5.32274
C -2.33118 -0.43231 5.81222
C -1.10819 -0.41424 5.14703
C 0.01952 0.39979 5.72412
C 0.52916 -2.70033 2.00076
C -0.10252 -3.87157 2.41327
C -0.08439 -5.01265 1.62844
C 0.58539 -4.99742 0.41466
C 1.23147 -3.84518 0.00238
C 1.22590 -2.67907 0.77392
C 1.93297 -1.45902 0.30291
H 3.72667 1.02522 4.07084
H 2.69179 0.44993 2.77035
H 4.36687 -0.07126 2.85621
H 4.98071 -1.00943 5.32110
H 4.44887 -2.90455 6.79726
H 2.19392 -3.94161 6.70773
H 0.53701 -3.10450 5.11315
H -2.00337 -2.35124 2.50950
H -4.15412 -2.35635 3.72122
H -4.35712 -1.13221 5.86121
H -2.42916 0.12343 6.73808
H -0.37646 1.22613 6.31438
H 0.65376 0.81408 4.93944
H 0.64990 -0.21010 6.37371
H -0.64200 -3.90006 3.34992
H -0.59144 -5.90736 1.96584
H 0.61420 -5.88732 -0.20186
H 1.78599 -3.85527 -0.93130
H 2.47069 -1.66260 -0.62248
H 2.68684 -1.14737 1.03416
S -1.99781 -0.59592 -1.19309
C -2.05347 -0.56950 -2.97352
C -1.58032 0.53723 -3.67023
C -1.70067 0.56841 -5.05171
C -2.26633 -0.50273 -5.73366
C -2.70684 -1.61775 -5.03191
C -2.60922 -1.65234 -3.64758
H -1.13483 1.35614 -3.11989
H -1.35902 1.43985 -5.59728
H -2.38079 -0.46262 -6.80941
H -3.15676 -2.44759 -5.56192
H -2.98074 -2.50199 -3.08679
C 5.58570 3.43967 -0.56503
N 4.22519 3.07757 -0.93166
C 3.59691 3.63276 -1.99988
C 2.35912 3.25484 -2.38284
C 1.68885 2.24368 -1.59735
O 0.57221 1.76421 -1.88567
N 2.30953 1.78627 -0.47979
C 3.56321 2.13625 -0.10853
O 4.14856 1.68953 0.86349
H 5.93883 4.22390 -1.23010
H 6.23751 2.56960 -0.64130
H 5.62000 3.78970 0.46522
H 4.14869 4.39986 -2.52818
H 1.85125 3.71033 -3.21913
C 3.91273 -1.35987 -4.31121
C 3.25543 -0.44711 -3.23939
N 1.81950 -0.41642 -3.43883
C 1.49111 0.16873 -4.72321
C 2.12279 -0.68367 -5.85823
N 2.81440 -1.84682 -5.20987
C 1.83402 -2.66731 -4.42477
C 1.23943 -1.74184 -3.32997
H 4.39946 -2.22983 -3.87302
H 4.63913 -0.82795 -4.92373
H 3.64090 0.57067 -3.30957
H 3.46792 -0.81073 -2.23521
H 1.86173 1.19341 -4.75134
H 0.40701 0.20389 -4.81935
H 2.86678 -0.12856 -6.42756
H 1.37455 -1.07408 -6.54635
H 3.22276 -2.42929 -5.93589
H 2.36869 -3.52025 -4.00895
H 1.07421 -3.03493 -5.11314
H 1.43312 -2.13629 -2.33451
H 0.15842 -1.66018 -3.44377
O -2.43288 0.92691 -0.81082
C -3.81626 1.43745 -0.51906
C -3.61145 2.13971 0.80430
C -2.65225 3.07774 1.06232
C -2.64711 3.49068 2.41762
C -3.58875 2.84980 3.16057
S -4.49067 1.73481 2.22655
C -4.16686 2.42444 -1.61504
C -4.37226 2.14814 -2.93616
C -4.75126 3.28762 -3.68832
C -4.84512 4.40618 -2.92149
S -4.46473 4.08999 -1.28295
C -4.87542 0.36568 -0.42162
C -4.83475 -0.77531 0.32463
C -6.01103 -1.55791 0.21176
C -6.93373 -0.98773 -0.60667
S -6.37858 0.48959 -1.26602
H -1.96752 3.44770 0.31209
H -1.97389 4.23107 2.82371
H -3.81000 2.96459 4.20992
H -4.27392 1.16072 -3.36047
H -4.94772 3.26534 -4.75094
H -5.13158 5.40204 -3.21987
H -3.99749 -1.03784 0.94731
H -6.15995 -2.49859 0.72364
H -7.91572 -1.34852 -0.86854

Values from the calculation:
- Orbital gap: 6.70 eV
- Net charge: +1
- 2S+1: 1
- HOMO: -9.227 eV

# 3
Here is a cluster of 2 separate species, C3H7NO2 in total from the Open Molecules 2025 dataset. Energies are from ωB97M-V with the def2-TZVPD basis set.

Geometry (Å):
C -1.75147 0.90560 -0.31154
C -0.16558 -0.60936 0.65043
O 0.25233 -1.90271 0.95722
C 0.67110 0.20918 -0.12809
O 0.20260 1.26464 -0.65882
N 1.94730 -0.18550 -0.42742
H -1.88233 1.50504 0.58366
H -2.32201 -0.01490 -0.31130
H -1.83086 1.46941 -1.23189
H -0.64854 -0.15416 1.50903
H 0.58280 -2.28667 0.13443
H 2.49565 -0.59655 0.31612
H 2.44902 0.39599 -1.08184

Values from the calculation:
- Orbital gap (spin up / spin down): 7.16 / 7.17 eV
- Net charge: 0
- 2S+1: 1
- HOMO (spin up / spin down): -7.034 / -7.036 eV

# 4
Here is a structure of composition C2H5NO in a non-equilibrium geometry from the Open Molecules 2025 dataset. Energies are from ωB97M-V with the def2-TZVPD basis set.

Geometry (Å):
C 0.84411 0.24677 -0.16192
C -0.44104 0.50703 0.56386
N -1.49111 -0.26193 0.37549
O -0.30427 1.66599 1.00055
H -0.46830 -0.94505 -0.82167
H -1.36507 -1.25889 0.52470
H 0.43666 -0.85037 -0.96889
H 1.08829 0.95317 -0.94999
H 1.70072 -0.05671 0.43788

Values from the calculation:
- Orbital gap: 8.52 eV
- Net charge: 0
- 2S+1: 1
- HOMO: -9.568 eV

Energy above the lowest of the compared OMol25 structures with the same formula, charge and spin (computed, kcal per mole): 43.0 21.0 116.1 132.0